Formula: C8H18Cl2FN2O4V
Source: OMol25
Level of theory: ωB97M-V/def2-TZVPD

Values from the calculation:
- LUMO energy: -3.89 eV
- Energy relative to the best compared isomer or geometry (same formula, charge and spin): 0.094 eV
- Molecular weight: 347.09 g mol⁻¹

CARTESIAN COORDINATES (ANGSTROEM)
O 2.06 -1.81 2.42
Cl 3.92 2.35 3.16
H 2.56 0.74 2.13
H 2.57 2.33 1.32
H -4.54 -0.20 -1.27
C -1.06 -2.95 -1.68
C -2.75 -1.23 -1.91
C -0.38 2.25 -0.81
C -3.47 -0.03 -1.29
H -1.77 -3.74 -1.93
O 1.63 2.05 -2.02
Cl 1.07 3.91 3.32
H 0.17 -0.11 -0.27
H -0.89 1.87 0.08
H -1.18 2.28 -1.56
C 1.99 -0.68 -1.05
F -0.56 -0.82 1.69
H 0.37 1.84 2.30
H -3.22 0.87 -1.83
H 1.77 -1.33 -1.90
C 1.18 2.17 2.95
N -1.76 -1.77 -1.18
H -0.41 -3.32 -0.89
N 0.88 0.24 -0.88
H -0.46 -2.70 -2.56
O -3.02 -1.61 -3.04
H 2.15 -1.49 -0.33
O 0.19 -3.46 1.71
H -0.10 3.29 -0.69
C 2.48 1.81 2.27
H 2.95 -0.18 -1.12
H 0.98 1.68 3.91
H -3.17 -0.04 -0.23
H -1.51 -1.47 -0.25
V 0.54 -2.26 2.74
C 0.80 1.50 -1.30